No. 1
# C6H8ClN2

An isolated ion of composition C6H8ClN2 and charge -1 in a non-equilibrium geometry (the ωB97M-V functional and the def2-TZVPD basis, OMol25).

ORCA input file:
```
! RIJCOSX wB97M-V def2-TZVPD def2/J DEFGRID3
* xyz -1 1
C -4.496 1.724 4.487
H -5.176 3.456 5.402
Cl -3.085 1.176 3.079
C -4.552 3.266 4.508
C -3.933 1.213 5.841
N -4.144 1.633 6.968
C -5.799 1.145 3.960
H -6.584 1.431 4.676
H -6.042 1.439 2.930
H -5.753 0.047 3.993
C -5.162 3.964 3.287
H -4.622 3.680 2.373
H -6.222 3.698 3.190
H -5.121 5.056 3.401
C -3.262 3.898 4.807
N -2.311 4.521 5.015
H -4.251 0.091 5.518
*
```

Properties
E in Ha: -803.07287
E_LUMO in hartree: 0.12833
Highest occupied orbital energy in eV: -2.3752

No. 2
# C6H8ClN3O2

An isolated molecule of C6H8ClN3O2 in a non-equilibrium geometry (the ωB97M-V functional and the def2-TZVPD basis, OMol25).

ORCA input file:
```
! RIJCOSX wB97M-V def2-TZVPD def2/J DEFGRID3
* xyz 0 1
C 2.531 1.096 -0.163
C 1.100 0.675 -0.526
C 0.098 1.492 -0.665
C -1.370 1.426 -0.550
C -2.147 0.308 -0.155
Cl -3.674 0.868 0.294
N -2.016 -0.942 -0.102
C -1.574 -1.927 0.553
N -0.661 -1.802 1.508
N 1.045 -0.747 -0.713
O 0.157 -1.110 -1.475
O 1.853 -1.503 -0.258
H 2.568 1.121 0.859
H 2.619 2.105 -0.530
H 3.302 0.363 -0.511
H 0.524 2.497 -0.534
H -1.835 2.424 -0.798
H -1.659 -2.873 0.074
H -0.468 -2.609 1.986
H -0.392 -0.861 1.706
*
```

Properties
E in Ha: -1008.17883
E_LUMO in hartree: -0.00154
Highest occupied orbital energy in eV: -7.8419

No. 3
# C6H8CrO5

C6H8CrO5 as an isolated structure in a non-equilibrium geometry (the ωB97M-V functional and the def2-TZVPD basis, OMol25).

ORCA input file:
```
! RIJCOSX wB97M-V def2-TZVPD def2/J DEFGRID3
* xyz 1 6
Cr 1.088 2.433 0.488
O -0.669 1.747 0.586
O -2.667 1.313 1.265
C -3.303 0.646 2.367
C -2.281 -0.434 2.744
O -1.138 -0.084 1.949
C -1.392 0.971 1.208
H -3.468 1.377 3.166
H -4.257 0.242 2.015
H -2.595 -1.448 2.477
H -1.984 -0.389 3.797
O 1.585 0.359 -0.243
C 1.851 -0.057 -1.624
C 2.208 -1.521 -1.425
O 1.924 -1.732 -0.006
C 1.539 -0.665 0.595
H 0.939 0.118 -2.202
H 2.669 0.574 -1.982
H 3.266 -1.748 -1.585
H 1.575 -2.212 -1.989
*
```

Properties
E in Ha: -1653.75112
E_LUMO (alpha / beta) in hartree: -0.13680 / -0.13024
Highest occupied orbital energy (alpha / beta) in eV: -11.0287 / -13.1009

No. 4
# C6H8CuO6

C6H8CuO6 as an isolated structure in a non-equilibrium geometry (the ωB97M-V functional and the def2-TZVPD basis, OMol25).

ORCA input file:
```
! RIJCOSX wB97M-V def2-TZVPD def2/J DEFGRID3
* xyz -1 1
C -3.063 -0.475 0.405
C -2.882 -0.515 1.929
O -2.153 0.681 2.207
C -1.909 1.379 1.074
O -1.716 2.580 1.121
O -2.626 0.841 0.061
H -4.108 -0.589 0.096
H -2.436 -1.209 -0.118
H -2.298 -1.378 2.268
H -3.836 -0.474 2.470
O 1.109 0.628 -0.971
C 0.843 0.514 0.367
C 2.442 0.626 -1.504
O 1.813 0.272 1.111
O 3.202 -1.641 -0.993
C 2.923 -0.743 -1.992
H 3.143 1.009 -0.745
H 2.416 1.330 -2.349
H 3.814 -0.515 -2.626
H 2.150 -1.118 -2.704
Cu 3.172 -1.201 0.895
*
```

Properties
E in Ha: -2325.29623
E_LUMO in hartree: 0.10718
Highest occupied orbital energy in eV: -3.1700

No. 5
# C6H8F3NO2

An isolated molecule of C6H8F3NO2 in a non-equilibrium geometry (the ωB97M-V functional and the def2-TZVPD basis, OMol25).

ORCA input file:
```
! RIJCOSX wB97M-V def2-TZVPD def2/J DEFGRID3
* xyz 0 3
C -1.366 -0.589 0.406
C 1.183 0.574 0.202
C -0.023 1.444 0.231
C -0.246 -1.330 -0.299
C 0.075 2.541 1.293
C -0.136 -1.238 -1.791
N 0.083 -2.562 0.196
O -2.313 -1.190 0.844
O -1.239 0.710 0.570
F -0.391 -0.026 -2.288
F 1.101 -1.584 -2.214
F -0.980 -2.087 -2.423
H 1.831 0.604 -0.655
H 1.630 0.293 1.140
H -0.201 1.890 -0.755
H -0.836 3.133 1.298
H 0.924 3.184 1.080
H 0.203 2.087 2.274
H 0.778 -3.112 -0.280
H -0.077 -2.742 1.172
*
```

Properties
E in Ha: -738.15244
E_LUMO (alpha / beta) in hartree: 0.02809 / -0.05273
Highest occupied orbital energy (alpha / beta) in eV: -6.7666 / -10.3856

No. 6
# C6H8F3NO5

An isolated molecule of C6H8F3NO5 in a non-equilibrium geometry (the ωB97M-V functional and the def2-TZVPD basis, OMol25).

ORCA input file:
```
! RIJCOSX wB97M-V def2-TZVPD def2/J DEFGRID3
* xyz 0 1
C -2.785 -0.643 1.120
C -2.500 0.199 -0.227
O -1.155 0.218 -0.637
C -0.284 0.946 0.001
O -0.514 1.569 0.953
C 1.038 0.862 -0.779
C 1.887 -0.506 0.078
O 1.767 -0.422 1.442
C 1.401 -1.828 -0.547
F 2.154 -2.897 -0.231
F 1.492 -1.674 -1.892
F 0.152 -2.134 -0.285
N 1.834 1.978 -0.541
O 2.085 2.673 -1.503
O 2.256 2.127 0.609
H -2.658 -1.641 1.051
H -2.305 -0.122 1.923
H -3.876 -0.416 1.114
H -2.795 1.150 -0.117
H -3.091 -0.337 -1.083
H 0.824 0.754 -1.842
H 3.011 -0.368 -0.321
H 2.062 0.511 1.712
*
```

Properties
E in Ha: -963.85004
E_LUMO in hartree: -0.02089
Highest occupied orbital energy in eV: -10.9502

Q: Which formula does entry 2 have?
A: C6H8ClN3O2

Q: E of number 5 (C6H8F3NO2)?
A: -738.15244 Ha